No. 1
The following is a quantum chemistry calculation of 3 unconnected molecules or ions with the total composition C17H36FN4O5Si, from OMol25.

Calculated values
E_tot (a.u.): -1653.70728
Charge: +1
HOMO (Ha): -0.4107
Strongest force on any atom (Eh/bohr): 0.0282
Orbital gap (eV): 8.875

```
64
C17H36FN4O5Si (ωB97M-V with the def2-TZVPD basis set)
C -1.115 -3.176 0.668
C -2.592 -3.000 0.457
F -3.318 -3.757 1.324
N -3.032 -1.610 0.637
C -3.828 -0.876 -0.210
C -3.952 0.381 0.343
C -4.679 1.541 -0.227
O -5.648 1.913 0.721
O -6.229 3.098 0.163
N -3.259 0.357 1.534
C -3.068 1.485 2.423
C -1.576 1.900 2.473
O -0.899 1.332 1.377
Si 0.253 2.252 0.556
C -0.389 3.963 0.155
C 0.562 1.335 -1.053
C 1.847 2.321 1.502
C -2.716 -0.842 1.678
H -0.577 -2.398 0.134
H -0.855 -3.106 1.720
H -0.816 -4.140 0.278
H -2.857 -3.256 -0.564
H -4.238 -1.244 -1.128
H -5.153 1.218 -1.153
H -4.023 2.377 -0.470
H -6.926 3.280 0.804
H -3.671 2.301 2.048
H -3.439 1.259 3.415
H -1.510 2.985 2.499
H -1.141 1.532 3.402
H -0.479 4.590 1.040
H -1.336 3.966 -0.374
H 0.366 4.428 -0.473
H 1.619 1.144 -1.199
H 0.181 1.911 -1.892
H 0.018 0.392 -1.061
H 2.585 2.932 0.990
H 2.249 1.308 1.504
H 1.736 2.625 2.539
H -2.098 -1.169 2.490
C 0.404 -7.015 -0.658
O -0.223 -5.966 -0.652
N 1.670 -7.147 -0.241
C 2.365 -8.421 -0.277
C 2.366 -5.973 0.260
H -0.037 -7.956 -1.020
H 2.674 -8.713 0.728
H 3.250 -8.353 -0.912
H 1.706 -9.187 -0.677
H 1.841 -5.562 1.123
H 2.412 -5.203 -0.510
H 3.374 -6.252 0.552
C 4.756 3.193 -1.666
O 4.478 2.818 -0.540
N 4.393 4.376 -2.190
C 4.758 4.769 -3.538
C 3.623 5.291 -1.367
H 5.358 2.580 -2.357
H 5.364 5.676 -3.520
H 3.865 4.954 -4.137
H 5.335 3.975 -4.008
H 4.174 5.546 -0.462
H 2.682 4.827 -1.069
H 3.416 6.196 -1.932
```

Results of the natural (NBO) charge analysis, in e, for atoms 1 through 8: C -0.678; C 0.376; F -0.326; N -0.315; C -0.021; C 0.131; C -0.116; O -0.287

=====

No. 2
The following is a quantum chemistry calculation of 2 unconnected molecules or ions with the total composition C17H37B2N5O10P, from OMol25.

Calculated values
E_tot (a.u.): -2087.21771
Charge: +1
HOMO (Ha): -0.4635
Strongest force on any atom (Eh/bohr): 0.0169
Orbital gap (eV): 9.930

```
72
C17H37B2N5O10P (ωB97M-V with the def2-TZVPD basis set)
C -2.893 -1.335 1.378
C -3.616 -0.211 0.642
C -2.797 0.389 -0.506
C -1.706 1.249 0.074
O -0.713 1.553 -0.958
C 0.340 2.178 -0.491
N 0.395 3.481 -0.287
C 1.627 3.713 0.178
N 2.079 4.929 0.489
C 3.451 5.211 0.918
B 3.715 4.997 2.475
O 4.988 4.929 2.972
O 2.637 4.870 3.286
P 1.007 6.285 0.405
O 1.523 7.390 1.222
N 2.341 2.569 0.285
B 3.738 2.184 0.769
N 3.991 1.653 2.100
O 4.727 2.364 -0.117
N 1.493 1.571 -0.172
C 1.945 0.192 -0.246
C 0.963 -0.791 -0.863
C 1.482 -2.228 -0.817
C 2.928 -2.376 -1.209
O 3.355 -1.984 -2.245
O 3.728 -3.033 -0.334
C 3.935 -2.416 0.938
C 4.903 -3.273 1.748
H -2.492 -2.073 0.683
H -2.083 -0.960 2.004
H -3.572 -1.860 2.046
H -4.550 -0.602 0.245
H -3.871 0.564 1.368
H -3.460 1.027 -1.087
H -2.376 -0.420 -1.098
H -1.190 0.706 0.870
H -2.080 2.168 0.522
H 3.621 6.275 0.748
H 4.182 4.710 0.283
H 5.621 4.589 2.331
H 2.903 4.688 4.197
H -0.226 5.792 0.826
H 0.935 6.524 -0.973
H 3.860 2.377 2.804
H 3.328 0.931 2.370
H 5.477 1.776 0.046
H 2.198 -0.158 0.758
H 2.870 0.143 -0.825
H 0.758 -0.493 -1.888
H 0.013 -0.767 -0.335
H 1.279 -2.728 0.126
H 0.915 -2.774 -1.571
H 4.347 -1.417 0.775
H 2.993 -2.325 1.487
H 5.309 -4.061 1.124
H 5.698 -2.651 2.148
H 4.389 -3.723 2.593
C -7.087 -5.637 -1.524
C -6.891 -4.236 -0.988
O -5.543 -3.764 -1.187
C -5.253 -3.379 -2.426
O -6.001 -3.354 -3.364
O -3.968 -3.002 -2.450
C -3.498 -2.631 -3.750
H -6.356 -6.317 -1.085
H -8.088 -5.991 -1.280
H -6.966 -5.663 -2.605
H -7.035 -4.217 0.090
H -7.592 -3.533 -1.435
H -4.133 -1.868 -4.194
H -3.450 -3.500 -4.403
H -2.497 -2.229 -3.613
```

Results of the Mulliken charge analysis, in e, for atoms 1 through 8: C -1.100; C -0.579; C -0.150; C -0.742; O -0.383; C 0.491; N -0.678; C 0.365

=====

Q: Which value of orbital gap does entry 2 give?
A: 9.930 eV